No. 1
C32H25N2O3PdSi as an isolated structure in a non-equilibrium geometry, computed with ωB97M-V/def2-TZVPD.

```
! wB97M-V def2-TZVPD RIJCOSX def2/J DEFGRID3
* xyz -1 1
Pd -0.359 -1.354 -0.794
O 2.718 -3.831 2.967
C 3.616 -3.433 2.058
C 4.970 -3.571 2.376
C 5.946 -3.197 1.472
C 5.596 -2.668 0.231
C 4.257 -2.509 -0.082
C 3.251 -2.881 0.811
C 1.833 -2.636 0.426
O 1.621 -1.951 -0.644
N 0.912 -3.140 1.227
N -0.361 -2.844 0.829
C -1.314 -2.845 1.670
C -2.666 -2.389 1.377
C -3.589 -2.553 2.424
C -4.919 -2.207 2.315
C -5.368 -1.672 1.107
C -4.488 -1.464 0.067
C -3.109 -1.783 0.154
O -2.384 -1.559 -0.910
H 1.813 -3.687 2.547
H 5.224 -3.983 3.345
H 6.991 -3.317 1.736
H 6.360 -2.377 -0.478
H 3.951 -2.075 -1.024
H -1.118 -3.157 2.700
H -3.226 -2.981 3.354
H -5.596 -2.352 3.148
H -6.412 -1.401 0.985
H -4.823 -1.034 -0.869
C 3.483 3.002 0.907
C 3.327 1.631 1.067
C 2.224 0.985 0.519
C 1.255 1.687 -0.200
C 1.432 3.066 -0.353
C 2.528 3.721 0.193
Si -0.287 0.889 -0.967
C -0.353 1.598 -2.730
C 0.371 0.964 -3.744
C 0.394 1.466 -5.039
C -0.320 2.618 -5.351
C -1.052 3.259 -4.359
C -1.065 2.751 -3.064
C -1.747 1.662 -0.047
C -3.045 1.523 -0.548
C -4.140 2.043 0.130
C -3.961 2.703 1.339
C -2.680 2.841 1.860
C -1.587 2.326 1.171
H 4.341 3.508 1.331
H 4.064 1.056 1.618
H 2.121 -0.084 0.646
H 0.700 3.642 -0.913
H 2.642 4.791 0.058
H 0.916 0.055 -3.510
H 0.962 0.955 -5.807
H -0.310 3.008 -6.361
H -1.616 4.154 -4.594
H -1.648 3.261 -2.302
H -3.199 0.981 -1.476
H -5.137 1.909 -0.273
H -4.815 3.095 1.878
H -2.530 3.346 2.807
H -0.593 2.441 1.591
*
```

The energy above the lowest of the compared OMol25 structures with the same formula, charge and spin comes out at 14.7 kcal/mol. The HOMO energy (spin up / spin down) is -4.680 / -4.679 eV. The orbital gap (spin up / spin down) is 7.50 / 7.50 eV. The calculated total energy comes out at -1987.14969 a.u. The largest force on an atom is 1.07 eV/A.

No. 2
C32H25N9O4STl as an isolated structure, computed with ωB97M-V/def2-TZVPD.

```
! wB97M-V def2-TZVPD RIJCOSX def2/J DEFGRID3
* xyz -1 1
Tl -0.349 -0.012 -0.293
C -1.792 1.997 4.094
O -1.198 3.119 3.449
C 0.120 2.987 3.065
C 0.981 3.979 3.470
C 2.325 3.972 3.085
C 2.782 2.942 2.299
C 1.930 1.923 1.840
C 2.525 0.890 1.029
N 1.913 0.000 0.338
N 2.682 -0.885 -0.351
C 1.982 -1.883 -0.848
O 0.736 -2.088 -0.684
C 2.743 -2.857 -1.681
C 2.112 -4.036 -2.071
C 2.778 -4.963 -2.856
C 4.080 -4.717 -3.268
C 4.711 -3.540 -2.887
C 4.049 -2.614 -2.096
C 0.547 1.928 2.196
O -0.305 1.065 1.773
H -2.805 2.303 4.354
H -1.243 1.748 5.009
H -1.816 1.123 3.446
H 0.583 4.776 4.087
H 2.989 4.758 3.421
H 3.825 2.905 2.003
H 3.617 0.850 1.003
H 1.091 -4.204 -1.755
H 2.276 -5.878 -3.147
H 4.600 -5.437 -3.889
H 5.726 -3.344 -3.212
H 4.532 -1.695 -1.794
N 2.497 2.367 -2.822
C 1.314 1.946 -2.298
S 0.730 0.413 -2.796
N 0.730 2.798 -1.476
N -0.349 2.330 -0.868
C -1.229 3.094 -0.332
C -1.089 4.571 -0.336
C -2.025 5.401 -0.945
C -1.841 6.775 -0.958
C -0.722 7.334 -0.357
C 0.210 6.511 0.260
C 0.034 5.138 0.266
C -2.387 2.431 0.289
C -3.352 3.155 0.988
C -4.446 2.490 1.510
C -4.557 1.120 1.335
C -3.536 0.465 0.665
N -2.494 1.102 0.157
H 3.053 1.655 -3.258
H 2.962 3.129 -2.353
H -2.897 4.966 -1.422
H -2.572 7.412 -1.441
H -0.576 8.407 -0.368
H 1.084 6.936 0.738
H 0.760 4.491 0.743
H -3.219 4.216 1.139
H -5.204 3.034 2.060
H -5.399 0.564 1.724
H -3.540 -0.611 0.545
N -1.186 -3.780 1.886
C -1.475 -2.798 0.978
O -1.248 -1.609 1.292
C -2.074 -3.204 -0.266
C -2.148 -2.160 -1.178
N -2.098 -1.137 -1.729
C -2.325 -4.550 -0.562
N -2.551 -5.668 -0.753
H -0.546 -3.494 2.609
H -1.097 -4.724 1.547
*
```

The energy above the lowest of the compared OMol25 structures with the same formula, charge and spin comes out at 0.0 kcal/mol. The HOMO energy is -4.675 eV. The orbital gap is 6.68 eV. The calculated total energy comes out at -2598.94420 a.u. The largest force on an atom is 0.75 eV/A.

No. 3
C32H26AuClN2OS3 as an isolated structure in a non-equilibrium geometry, computed with ωB97M-V/def2-TZVPD.

```
! wB97M-V def2-TZVPD RIJCOSX def2/J DEFGRID3
* xyz -2 1
Au -0.210 0.443 -0.317
C -1.631 -3.030 -0.485
N -0.465 -2.196 -0.558
C 0.615 -2.690 -1.022
C 1.837 -1.951 -1.182
C 3.063 -2.429 -1.680
C 3.930 -1.330 -1.675
C 3.170 -0.250 -1.177
N 1.916 -0.617 -0.883
C -2.108 -3.241 0.937
C -1.885 -2.275 1.919
C -2.370 -2.472 3.207
C -3.072 -3.627 3.535
C -3.292 -4.594 2.561
C -2.811 -4.397 1.272
H -1.479 -4.012 -0.962
H -2.438 -2.530 -1.033
H 0.641 -3.740 -1.352
H 3.278 -3.442 -1.996
H 4.966 -1.306 -1.986
H 3.490 0.776 -1.031
H -1.335 -1.365 1.678
H -2.191 -1.708 3.955
H -3.441 -3.777 4.544
H -3.835 -5.502 2.804
H -2.981 -5.156 0.513
O -0.338 0.519 2.002
C -0.260 1.777 2.532
C 0.838 2.615 1.867
C 0.734 3.669 1.011
C 1.994 4.102 0.499
C 3.033 3.369 0.986
S 2.486 2.142 2.049
C -1.624 2.489 2.387
C -2.711 1.956 1.775
C -3.859 2.807 1.811
C -3.627 3.978 2.459
S -2.006 4.055 3.025
C 0.056 1.628 4.044
C 0.409 2.503 5.029
C 0.583 1.867 6.297
C 0.363 0.523 6.235
S -0.042 0.023 4.641
H -0.216 4.088 0.703
H 2.108 4.911 -0.215
H 4.086 3.458 0.754
H -2.657 0.991 1.284
H -4.808 2.557 1.352
H -4.295 4.815 2.609
H 0.554 3.562 4.851
H 0.872 2.396 7.199
H 0.438 -0.196 7.040
Cl -3.905 6.452 -1.725
C -3.044 4.922 -1.891
C -1.678 4.913 -2.123
C -1.008 3.706 -2.246
C -1.659 2.456 -2.126
C -0.944 1.198 -2.237
C -3.054 2.524 -1.907
C -3.734 3.723 -1.790
H -1.142 5.852 -2.206
H 0.065 3.707 -2.418
H -0.019 1.269 -2.815
H -1.567 0.371 -2.591
H -3.603 1.592 -1.805
H -4.803 3.736 -1.608
*
```

The HOMO energy is -0.602 eV. The orbital gap is 4.88 eV. The calculated total energy comes out at -3210.18306 a.u. The largest force on an atom is 1.00 eV/A.